(1)
Density functional theory data (ωB97M-V/def2-TZVPD) for a structure of composition C19H28ClCoO2 in a non-equilibrium geometry.

Properties
Orbital gap (alpha / beta): 7.424 / 6.034 eV
Energy above the lowest of the compared OMol25 structures with the same formula, charge and spin: 0.3188 eV
⟨S²⟩: 6.04
Energy: -74395.9360 eV

```
! RIJCOSX wB97M-V def2-TZVPD def2/J DEFGRID3
* xyz 0 5
O -0.247 1.493 -1.045
C -1.609 1.563 -1.683
C -1.699 3.079 -1.662
H -2.399 1.058 -1.105
H -1.570 1.159 -2.718
C -0.217 2.956 -1.151
H -2.447 3.514 -0.995
H -1.752 3.498 -2.681
C 0.183 3.595 0.150
H -0.349 3.152 1.000
H 0.010 4.679 0.116
H 1.269 3.453 0.249
C 0.584 3.498 -2.328
H 0.248 3.024 -3.259
H 1.652 3.305 -2.249
H 0.460 4.593 -2.404
Co 1.590 -1.872 0.619
C 1.617 -3.335 -1.289
C 0.450 -4.135 -1.294
C -0.706 -3.295 -1.322
H 0.411 -5.220 -1.236
C -0.285 -1.956 -1.420
C 1.163 -1.922 -1.410
H 1.711 -1.101 -1.889
H 2.657 -3.693 -1.315
H -1.755 -3.599 -1.328
H -0.932 -1.103 -1.615
C 3.523 -2.207 1.270
C 3.389 -1.257 0.218
C 2.504 -0.199 0.673
H 3.904 -1.334 -0.738
C 2.077 -0.564 2.005
C 2.728 -1.790 2.367
H 2.713 -2.330 3.298
H 4.083 -3.154 1.253
H 2.200 0.671 0.102
H 1.456 0.005 2.677
O -2.159 1.436 1.748
C -0.989 0.579 1.911
C -1.272 -0.648 1.076
H -0.825 0.231 2.966
H -0.078 1.104 1.572
C -2.781 -0.885 1.286
H -0.615 -1.489 1.341
H -1.105 -0.342 0.044
C -3.300 0.518 1.768
H -2.920 -1.633 2.079
H -3.262 -1.240 0.356
H -3.622 0.580 2.822
H -4.170 0.921 1.210
Cl 0.485 -3.359 1.962
*
```

(2)
Density functional theory data (ωB97M-V/def2-TZVPD) for an isolated molecule of C2H3I2N3 in a non-equilibrium geometry.

Properties
Orbital gap: 8.442 eV
Structure (SMILES): I[C@H]1CN(I)N=N1
Energy above the lowest of the compared OMol25 structures with the same formula, charge and spin: 0.0000 eV
Energy: -22791.0340 eV

```
! RIJCOSX wB97M-V def2-TZVPD def2/J DEFGRID3
* xyz 0 1
I 2.821 -0.938 -0.421
C 0.991 0.195 0.261
C -0.140 0.378 -0.675
N -1.150 -0.564 -0.133
I -3.127 -0.111 -0.301
N -0.697 -0.836 1.254
N 0.431 -0.470 1.424
H 1.299 1.062 0.716
H -0.429 1.401 -0.497
H 0.001 -0.117 -1.629
*
```

(3)
Density functional theory data (ωB97M-V/def2-TZVPD) for a cluster of 9 separate species, C59H130N6O11 in total in a non-equilibrium geometry.

Properties
Orbital gap: 8.903 eV
Structure (SMILES): CC1(C)CCCC(C)(C)N1O.CC1(C)CCCC(C)(C)N1O.CC1(C)CCCC(C)(C)N1O.CC1(C)CCCC(C)(C)N1O.CC1(C)CCCC(C)(C)N1O.CC1(C)CCCC(C)(C)N1O.OCCO.OCCO.CO
Energy: -94743.1725 eV

```
! RIJCOSX wB97M-V def2-TZVPD def2/J DEFGRID3
* xyz 0 1
C -18.457 -19.700 4.086
C -18.186 -19.709 5.589
C -19.101 -20.786 6.143
C -16.734 -20.200 5.703
C -16.091 -19.882 7.140
C -16.357 -18.443 7.419
C -17.812 -18.011 7.425
C -18.637 -18.710 8.524
C -17.810 -16.436 7.634
N -18.329 -18.326 6.046
O -19.756 -17.968 5.915
H -17.742 -19.034 3.558
H -18.307 -20.693 3.688
H -19.500 -19.430 3.767
H -18.745 -21.277 7.007
H -20.154 -20.436 6.366
H -19.094 -21.613 5.487
H -16.722 -21.372 5.532
H -16.132 -19.688 4.953
H -16.452 -20.557 7.935
H -15.041 -20.035 7.148
H -15.777 -17.909 6.594
H -16.020 -18.235 8.427
H -18.386 -18.334 9.552
H -18.552 -19.778 8.573
H -19.656 -18.418 8.373
H -17.179 -15.874 6.945
H -17.737 -16.234 8.723
H -18.791 -16.112 7.354
H -19.649 -17.353 5.235
C -12.868 -20.781 -0.096
C -12.609 -20.239 1.332
C -14.072 -19.865 1.945
C -12.001 -21.284 2.334
C -10.542 -21.568 2.020
C -9.796 -20.236 2.148
C -10.382 -19.137 1.191
C -9.802 -17.829 1.675
C -9.885 -19.476 -0.195
N -11.843 -19.032 1.395
O -12.425 -18.095 0.548
H -13.361 -19.998 -0.674
H -11.956 -21.065 -0.589
H -13.599 -21.632 -0.112
H -14.759 -20.695 1.966
H -13.986 -19.588 3.009
H -14.534 -19.035 1.411
H -12.101 -20.858 3.306
H -12.581 -22.180 2.178
H -10.162 -22.374 2.710
H -10.464 -22.006 1.028
H -8.730 -20.325 2.041
H -9.953 -19.925 3.171
H -8.698 -17.896 1.600
H -10.176 -17.619 2.619
H -10.158 -16.991 1.091
H -10.381 -18.894 -0.998
H -9.999 -20.555 -0.524
H -8.842 -19.222 -0.230
H -12.701 -17.393 1.101
C -12.467 -27.980 3.773
C -11.746 -26.954 2.893
C -11.447 -25.578 3.526
C -10.451 -27.608 2.405
C -9.942 -26.745 1.209
C -11.040 -26.732 0.118
C -12.294 -26.079 0.586
C -12.243 -24.613 0.737
C -13.422 -26.334 -0.389
N -12.693 -26.901 1.720
O -13.868 -26.347 2.304
H -13.447 -27.733 4.127
H -12.549 -28.908 3.173
H -12.023 -28.173 4.720
H -10.876 -24.924 2.840
H -12.285 -24.955 3.940
H -10.631 -25.757 4.232
H -9.773 -27.803 3.198
H -10.637 -28.553 1.985
H -9.829 -25.759 1.514
H -8.988 -27.145 0.786
H -11.202 -27.740 -0.174
H -10.629 -26.244 -0.787
H -12.890 -24.230 1.578
H -12.663 -24.062 -0.185
H -11.203 -24.256 0.838
H -13.218 -25.886 -1.400
H -14.298 -25.784 -0.025
H -13.645 -27.412 -0.380
H -14.462 -27.064 2.107
C -15.043 -24.397 8.326
C -14.172 -24.517 9.584
C -13.794 -23.133 10.166
C -14.826 -25.289 10.679
C -14.826 -26.803 10.406
C -13.390 -27.308 10.258
C -12.673 -26.643 9.068
C -11.217 -26.931 9.039
C -13.212 -27.273 7.762
N -12.857 -25.217 9.393
O -12.144 -24.430 8.402
H -15.171 -25.425 7.874
H -15.985 -23.893 8.522
H -14.620 -23.761 7.577
H -13.685 -22.394 9.353
H -14.585 -22.749 10.820
H -12.905 -23.212 10.772
H -14.210 -25.053 11.568
H -15.808 -24.911 10.922
H -15.421 -27.215 11.194
H -15.352 -26.889 9.435
H -13.272 -28.383 9.976
H -12.831 -27.045 11.166
H -10.695 -26.427 9.906
H -10.750 -26.627 8.089
H -11.120 -28.018 9.207
H -14.265 -27.456 7.787
H -12.725 -28.254 7.702
H -12.940 -26.707 6.930
H -11.791 -23.667 8.853
C -7.691 -26.223 7.244
C -6.797 -26.347 5.928
C -5.359 -26.699 6.277
C -7.337 -27.460 5.046
C -6.957 -27.379 3.561
C -7.255 -26.034 3.064
C -6.552 -24.939 3.811
C -5.048 -24.980 3.493
C -7.109 -23.655 3.304
N -6.979 -25.112 5.179
O -6.272 -24.119 5.953
H -8.689 -25.827 7.088
H -7.869 -27.153 7.743
H -7.112 -25.603 7.964
H -4.992 -27.189 5.353
H -4.788 -25.831 6.573
H -5.469 -27.493 7.015
H -7.260 -28.518 5.454
H -8.478 -27.281 5.135
H -5.896 -27.618 3.538
H -7.475 -28.164 2.972
H -8.313 -25.821 3.012
H -6.956 -25.902 2.040
H -4.472 -24.420 4.209
H -4.693 -24.510 2.539
H -4.746 -25.956 3.477
H -8.151 -23.451 3.740
H -7.079 -23.759 2.225
H -6.613 -22.709 3.528
H -6.962 -23.453 6.164
C -20.296 -25.394 4.722
C -19.712 -25.567 3.374
C -20.857 -25.714 2.315
C -18.839 -24.410 3.004
C -17.598 -24.275 3.910
C -16.822 -25.563 3.646
C -17.566 -26.852 3.957
C -16.795 -28.069 3.332
C -17.592 -27.147 5.509
N -18.874 -26.763 3.337
O -19.741 -27.905 3.540
H -20.737 -26.359 5.113
H -19.541 -25.111 5.421
H -21.164 -24.664 4.711
H -21.646 -26.431 2.578
H -21.379 -24.812 2.070
H -20.306 -26.106 1.469
H -18.554 -24.516 1.978
H -19.508 -23.516 3.037
H -16.949 -23.555 3.398
H -17.931 -23.989 4.893
H -15.790 -25.492 4.055
H -16.716 -25.617 2.534
H -16.978 -28.086 2.232
H -17.063 -28.987 3.733
H -15.694 -28.052 3.456
H -18.289 -26.473 5.962
H -16.635 -26.886 5.926
H -17.862 -28.157 5.745
H -19.764 -27.951 4.493
O -10.524 -22.208 9.250
C -9.819 -22.612 8.120
C -8.631 -21.606 7.794
O -8.225 -21.720 6.456
H -10.807 -21.285 9.087
H -9.333 -23.492 8.369
H -10.509 -22.768 7.291
H -7.695 -21.816 8.424
H -9.013 -20.596 7.967
H -8.933 -21.509 5.844
O -9.741 -17.406 5.087
C -11.019 -17.830 5.304
C -11.264 -18.917 6.269
O -10.964 -20.217 5.702
H -9.171 -18.109 4.747
H -11.487 -16.956 5.638
H -11.536 -18.096 4.353
H -12.306 -18.826 6.672
H -10.686 -18.803 7.206
H -11.407 -20.993 6.076
C -13.433 -23.387 5.246
O -12.976 -22.599 6.339
H -13.233 -22.979 4.242
H -13.018 -24.421 5.388
H -14.484 -23.536 5.262
H -12.847 -23.303 6.993
*
```

(4)
Density functional theory data (ωB97M-V/def2-TZVPD) for a structure of composition C48H61N4O3S2Tc in a non-equilibrium geometry.

Properties
Orbital gap (alpha / beta): 4.326 / 5.887 eV
Energy above the lowest of the compared OMol25 structures with the same formula, charge and spin: 0.0000 eV
⟨S²⟩: 3.80
Energy: -86721.0600 eV

```
! RIJCOSX wB97M-V def2-TZVPD def2/J DEFGRID3
* xyz 1 4
Tc 0.081 -0.075 0.269
C -4.425 4.349 2.611
C -4.712 2.897 3.058
C -6.235 2.666 2.915
C -4.392 2.773 4.566
C -3.823 1.947 2.210
C -2.497 1.867 2.434
C -1.639 1.205 1.444
N -0.385 1.280 1.270
C 0.712 1.569 2.050
C 0.820 2.742 2.799
C 1.968 3.016 3.541
C 2.997 2.058 3.482
C 2.941 0.863 2.698
C 1.771 0.591 1.918
O 1.632 -0.429 1.126
C 4.169 -0.108 2.707
C 3.760 -1.507 3.224
C 4.795 -0.222 1.297
C 5.328 0.349 3.637
C 2.075 4.318 4.347
C 3.388 4.456 5.152
C 0.912 4.402 5.360
C 2.000 5.526 3.388
C -2.286 0.258 0.438
O -1.589 -0.550 -0.173
C -3.773 0.344 0.276
C -4.419 1.181 1.114
C -4.440 -0.543 -0.794
C -4.241 -2.035 -0.448
C -5.971 -0.321 -0.896
C -3.863 -0.251 -2.195
H -5.039 5.065 3.169
H -4.644 4.487 1.545
H -3.376 4.626 2.771
H -6.799 3.323 3.590
H -6.510 1.634 3.159
H -6.590 2.893 1.903
H -5.060 3.406 5.164
H -3.372 3.089 4.805
H -4.519 1.741 4.911
H -1.986 2.415 3.211
H 0.006 3.453 2.755
H 3.894 2.253 4.053
H 3.081 -2.035 2.550
H 3.267 -1.435 4.201
H 4.637 -2.156 3.343
H 4.143 -0.719 0.575
H 5.722 -0.808 1.324
H 5.040 0.768 0.895
H 5.003 0.430 4.681
H 5.743 1.315 3.324
H 6.158 -0.369 3.619
H 3.505 3.641 5.875
H 3.408 5.395 5.717
H 4.266 4.460 4.495
H 0.915 3.540 6.037
H -0.066 4.431 4.868
H 0.987 5.308 5.973
H 2.797 5.484 2.637
H 2.105 6.471 3.933
H 1.045 5.569 2.851
H -5.493 1.263 1.011
H -4.604 -2.258 0.563
H -3.193 -2.345 -0.499
H -4.792 -2.679 -1.144
H -6.479 -0.564 0.044
H -6.412 -0.961 -1.670
H -6.211 0.716 -1.162
H -2.806 -0.520 -2.281
H -3.960 0.811 -2.448
H -4.393 -0.825 -2.965
S 1.742 -0.174 -1.319
C 1.600 -1.191 -2.629
N 2.524 -1.448 -3.639
C 2.280 -2.578 -4.530
C 0.812 -2.657 -4.923
N -0.044 -2.725 -3.743
C -1.253 -3.549 -3.837
C -0.920 -5.024 -3.800
C -0.328 -5.590 -2.660
C -0.004 -6.947 -2.628
C -0.272 -7.754 -3.732
C -0.867 -7.206 -4.866
C -1.192 -5.848 -4.901
C 0.261 -1.906 -2.658
S -0.665 -1.564 -1.318
C 3.807 -0.751 -3.775
C 3.843 0.101 -5.024
C 4.755 -0.173 -6.054
C 4.773 0.608 -7.211
C 3.884 1.672 -7.350
C 2.979 1.960 -6.331
C 2.959 1.181 -5.174
H 2.586 -3.484 -3.994
H 2.895 -2.489 -5.431
H 0.651 -3.532 -5.559
H 0.514 -1.764 -5.486
H -1.762 -3.281 -4.771
H -1.957 -3.335 -3.029
H -0.115 -4.974 -1.789
H 0.455 -7.374 -1.740
H -0.021 -8.811 -3.705
H -1.080 -7.838 -5.725
H -1.656 -5.440 -5.796
H 4.596 -1.513 -3.793
H 4.017 -0.108 -2.915
H 5.457 -0.999 -5.963
H 5.483 0.388 -8.004
H 3.900 2.281 -8.250
H 2.288 2.793 -6.436
H 2.248 1.421 -4.386
O -0.557 1.029 -0.836
C -1.632 -3.042 3.235
C -1.081 -2.086 2.280
N -0.642 -1.327 1.521
H -0.961 -3.166 4.090
H -1.774 -4.020 2.766
H -2.602 -2.699 3.609
*
```